Record 1
C11H23IMnO4P as an isolated structure, computed with ωB97M-V/def2-TZVPD.

Computed properties:
frontier orbital gap (spin up / spin down) = 8.139 / 4.010 eV
electronic energy = -68663.70122 eV
net charge = +1
spin multiplicity = 6

```
41
C11H23IMnO4P, DFT ωB97M-V/def2-TZVPD
C 3.50 0.37 2.55
C 3.54 -0.23 1.04
C 2.11 -0.81 0.55
I 1.23 -1.79 2.34
P 0.89 0.52 -0.10
C 0.22 -0.45 -1.60
C -0.41 -1.90 -1.28
C -2.03 -1.87 -1.03
C -2.45 -1.63 0.50
O -3.89 -1.76 0.71
C -4.59 -0.76 -0.06
C -4.37 0.82 0.10
O -5.39 -1.19 -0.93
O 2.06 1.14 -1.30
C 2.09 2.59 -1.30
C 0.64 3.00 -0.61
O -0.23 1.84 -0.43
H 4.33 1.18 2.64
H 3.77 -0.42 3.34
H 2.52 0.92 2.78
H 4.28 -1.11 0.95
H 3.96 0.60 0.39
H 2.23 -1.61 -0.26
H 1.56 1.40 0.84
H -0.07 -0.01 0.85
H 1.03 -0.47 -2.42
H -0.64 0.20 -2.04
H -0.28 -2.52 -2.24
H 0.13 -2.49 -0.45
H -2.38 -2.94 -1.30
H -2.47 -1.11 -1.77
H -2.17 -0.58 0.88
H -1.94 -2.45 1.14
H -5.05 1.32 -0.67
H -3.30 1.11 -0.15
H -4.64 1.21 1.15
H 2.33 3.02 -2.33
H 2.96 2.84 -0.59
H 0.26 3.77 -1.36
H 1.01 3.51 0.35
Mn -0.36 -3.23 1.13
```

natural (NBO) atomic charge list, values in e, 5 entries: number 1, C, carries -0.66; number 2, C, carries -0.48; number 3, C, carries -0.54; number 4, I, carries 0.18; number 5, P, carries 1.23

---

Record 2
An isolated molecule of C16H23NO, computed with ωB97M-V/def2-TZVPD.

Computed properties:
frontier orbital gap = 8.557 eV
electronic energy = -20499.47079 eV
SMILES = COc1cccc(C2=CCCC[C@@H]2CN(C)C)c1
energy above the lowest of the compared OMol25 structures with the same formula, charge and spin = 441.8 kJ/mol

```
41
C16H23NO, DFT ωB97M-V/def2-TZVPD
C 0.81 -5.32 2.35
O 0.70 -4.38 1.25
C 0.98 -3.03 1.37
C 2.22 -2.49 1.89
C 2.45 -1.12 1.85
C 1.46 -0.27 1.31
C 0.25 -0.72 0.91
C -0.86 0.00 0.29
C -2.13 -0.30 0.82
C -3.46 0.52 0.61
C -3.32 1.78 -0.25
C -2.19 1.60 -1.36
C -0.86 1.25 -0.72
C 0.24 1.07 -1.79
N 1.26 2.11 -1.74
C 0.84 3.50 -2.09
C 2.70 1.92 -1.90
C 0.05 -2.15 0.89
H -0.05 -5.98 2.37
H 0.81 -4.79 3.33
H 1.68 -5.85 2.19
H 2.98 -3.12 2.28
H 3.34 -0.70 2.32
H 1.71 0.76 1.51
H -2.13 -0.90 1.74
H -4.17 -0.06 -0.07
H -3.87 0.81 1.56
H -4.34 2.08 -0.65
H -2.98 2.57 0.42
H -2.14 2.57 -1.92
H -2.51 0.86 -2.07
H -0.65 2.17 -0.14
H 0.71 0.08 -1.67
H -0.25 0.98 -2.82
H 0.10 3.87 -1.43
H 0.47 3.55 -3.15
H 1.71 4.07 -1.98
H 3.28 2.84 -1.85
H 2.83 1.57 -2.94
H 3.15 1.26 -1.16
H -0.79 -2.64 0.44
```

natural (NBO) atomic charge list, values in e, 5 entries: number 1, C, carries -0.24; number 2, O, carries -0.53; number 3, C, carries 0.31; number 4, C, carries -0.28; number 5, C, carries -0.20

---

Record 3
A 2-piece molecular cluster, C8H13ClNOS overall, computed with ωB97M-V/def2-TZVPD.

Computed properties:
frontier orbital gap = 8.324 eV
electronic energy = -35393.98750 eV
net charge = +1
energy above the lowest of the compared OMol25 structures with the same formula, charge and spin = 0.0 kJ/mol

```
25
C8H13ClNOS, DFT ωB97M-V/def2-TZVPD
C -0.81 4.04 -0.92
C -1.90 3.26 -1.04
C 0.37 3.36 -1.39
C 0.17 2.01 -1.55
C 1.95 -3.24 0.41
C -0.99 0.06 1.59
C 0.80 -2.46 1.11
C -0.09 -1.81 0.13
N -0.88 -0.78 0.43
O -0.28 -2.24 -1.12
S -1.50 1.63 -1.48
Cl 1.84 4.21 -1.61
H -0.80 5.07 -0.61
H -2.85 3.32 -0.55
H 2.20 -2.80 -0.59
H 1.57 -4.23 0.08
H 0.93 1.35 -1.76
H -0.19 -0.11 2.36
H -1.15 1.04 1.38
H -1.79 -0.42 2.27
H 0.27 -3.23 1.77
H 1.12 -1.60 1.60
H 2.90 -3.24 0.99
H -1.26 -0.11 -0.25
H 0.36 -3.05 -1.27
```

natural (NBO) atomic charge list, values in e, 5 entries: number 1, C, carries -0.24; number 2, C, carries -0.38; number 3, C, carries -0.07; number 4, C, carries -0.45; number 5, C, carries -0.63